This record from the OMol25 dataset describes C33H36F4KN13OS5 as an isolated structure. The level of theory is ωB97M-V with the def2-TZVPD basis set.

XYZ file:
```
93
Properties=species:S:1:pos:R:3:forces:R:3
K -0.37922 -1.26459 0.24630 -0.31 -0.13 0.09
C -1.08988 -3.48818 2.86128 -0.01 -0.05 0.05
N 0.23953 -3.37456 2.29349 0.02 0.13 -0.04
C 0.89746 -4.65618 2.20136 -0.03 -0.03 -0.03
C 1.02964 -2.38123 3.00432 0.01 -0.07 0.03
C 2.37842 -2.08919 2.34648 0.04 0.04 0.03
N 2.17734 -1.63154 0.99324 0.17 0.06 -0.02
C 2.96884 -1.97279 0.00341 0.07 -0.04 -0.17
C 2.60699 -1.56081 -1.33038 0.15 -0.02 0.03
F 1.48532 -0.80666 -1.47930 0.18 -0.04 -0.02
C 3.30569 -1.88483 -2.45728 -0.02 0.11 -0.06
F 2.83503 -1.44410 -3.65264 0.01 -0.01 0.02
C 4.47502 -2.63548 -2.43645 0.00 0.00 0.01
C 4.88619 -3.01937 -1.17382 0.01 0.01 -0.02
F 6.03848 -3.72970 -1.05277 -0.03 0.01 0.00
C 4.20113 -2.71184 -0.02270 0.01 0.01 0.19
F 4.77750 -3.11453 1.15207 -0.01 0.00 -0.01
H -1.07108 -3.89530 3.89143 0.00 0.00 -0.02
H -1.71125 -4.12958 2.23511 0.00 0.01 0.00
H -1.55994 -2.50626 2.90122 -0.05 0.04 0.01
H 1.15318 -5.06735 3.19770 0.00 0.00 0.00
H 1.81315 -4.57991 1.61490 0.00 0.00 0.01
H 0.23469 -5.36359 1.70137 0.00 0.00 -0.01
H 1.20477 -2.68902 4.05669 0.00 -0.03 -0.03
H 0.41793 -1.47496 3.05434 0.10 0.06 -0.01
H 3.02259 -2.96680 2.43587 -0.05 -0.04 0.02
H 2.85735 -1.30943 2.96255 0.00 -0.01 0.00
H 5.01079 -2.90317 -3.33223 0.01 0.00 0.00
N -3.23393 2.43362 1.21165 0.02 -0.01 -0.04
C -2.90331 1.13899 1.09857 -0.04 0.03 -0.08
N -1.59749 1.04544 0.99233 -0.02 -0.07 -0.01
C -1.17519 2.33133 1.02497 -0.04 0.00 0.00
N -2.13792 3.22198 1.15975 0.01 0.01 0.00
C 0.25260 2.65671 0.87627 0.06 -0.05 -0.02
C 0.71644 3.94057 0.61349 0.00 0.03 0.04
N 2.01326 4.20748 0.48520 -0.02 0.00 0.00
C 2.83920 3.17151 0.57388 0.01 -0.04 -0.03
C 2.38301 1.88164 0.81696 0.00 0.00 -0.02
N 1.09665 1.63024 0.99340 -0.07 0.03 -0.03
H -4.15216 2.83831 1.24521 0.01 0.00 -0.01
H -3.60991 0.31711 1.03967 -0.02 0.00 0.04
H 0.01767 4.76341 0.52063 0.00 0.00 -0.01
H 3.89677 3.36518 0.43737 0.00 0.01 0.01
H 3.05099 1.02797 0.87200 0.00 0.00 0.01
N 0.50159 1.40878 3.98004 0.08 0.00 -0.05
C -0.72421 1.17716 4.54600 -0.06 -0.02 0.04
N -1.46237 0.16199 4.24659 0.05 0.00 -0.02
C -2.61244 0.14414 5.00250 -0.04 -0.01 0.04
C -2.75405 1.15781 5.89005 0.02 -0.02 0.00
S -1.37263 2.19934 5.80617 -0.01 0.01 -0.02
C -3.56868 -0.94540 4.75889 -0.01 0.02 -0.01
C -4.22288 -1.65263 5.71220 0.02 0.01 -0.01
S -5.16054 -2.89734 4.94838 0.00 -0.03 0.02
C -4.56518 -2.35045 3.38152 0.02 0.02 -0.02
N -3.77133 -1.31693 3.45701 0.01 -0.03 -0.01
N -4.88261 -2.95816 2.23662 0.02 0.02 0.06
H 0.62652 0.91681 3.09817 -0.01 0.05 0.05
H 0.78144 2.37487 3.91656 -0.01 0.00 0.00
H -3.59445 1.36788 6.52868 0.01 0.01 0.02
H -4.13450 -1.57011 6.78170 -0.02 0.00 0.01
H -5.58011 -3.67912 2.22353 -0.02 0.03 0.00
H -4.72930 -2.42808 1.34971 -0.02 -0.08 -0.11
S -4.59442 -2.51602 -3.18820 0.02 0.06 -0.09
C -4.07643 -2.28322 -1.59018 -0.06 -0.16 0.04
S -5.07145 -1.35039 -0.49972 0.10 0.02 0.01
S -2.58518 -2.96300 -1.04643 -0.19 -0.01 0.11
C 1.00355 1.32409 -6.44486 0.00 0.01 0.00
C 0.68102 2.52162 -5.56104 0.00 0.02 -0.01
N 1.52735 2.60037 -4.38170 0.00 -0.04 -0.01
C 2.84571 3.19671 -4.52613 0.03 -0.05 -0.01
C 2.85151 4.67248 -4.14893 0.00 0.00 0.00
C 1.15384 2.19378 -3.13456 -0.01 0.01 0.00
O 1.90072 2.34064 -2.17870 -0.01 0.10 0.08
C -0.20152 1.57554 -2.99234 0.01 -0.03 0.00
C -0.43763 0.25160 -3.35627 -0.02 0.03 -0.04
C -1.69655 -0.27465 -3.15133 -0.06 -0.11 0.07
C -2.67312 0.53623 -2.57834 -0.11 0.19 0.16
N -2.46160 1.80655 -2.22537 0.10 0.01 -0.08
C -1.24278 2.30385 -2.43851 0.02 -0.01 0.07
H 0.39572 1.34111 -7.35133 0.00 0.01 0.00
H 0.79845 0.39601 -5.91301 0.01 0.00 -0.01
H 2.05552 1.32302 -6.73718 0.00 0.00 0.00
H -0.35984 2.48502 -5.24429 0.01 -0.02 0.00
H 0.80995 3.45230 -6.12346 -0.01 0.00 -0.01
H 3.16221 3.05778 -5.56255 0.00 0.01 0.00
H 3.53860 2.64909 -3.88780 -0.01 0.00 -0.01
H 2.14972 5.23689 -4.76729 0.00 0.00 0.00
H 3.84651 5.10242 -4.28237 0.00 0.00 0.00
H 2.56357 4.78376 -3.10376 0.00 0.00 0.00
H 0.36503 -0.35731 -3.75407 0.00 0.00 0.00
H -1.95005 -1.30486 -3.37224 0.01 0.01 -0.03
H -3.65437 0.13078 -2.36107 -0.03 0.00 -0.08
H -1.08069 3.33668 -2.13813 0.00 0.00 0.01
```
Forces are in eV/Å.

Its relative energy (zero: lowest compared OMol25 entry of this formula, charge and spin) is 0.0 kJ/mol. Its charge is -2. Its spin multiplicity is 1.

These are the Löwdin partial charges, in e, on atoms 1 to 6: 0.565 -0.110 -0.299 -0.098 -0.233 -0.254



This record from the OMol25 dataset describes C29H37BBr42F3N2O8P2 as an isolated structure in a non-equilibrium geometry. The level of theory is ωB97M-V with the def2-TZVPD basis set.

XYZ file:
```
124
Properties=species:S:1:pos:R:3:forces:R:3
C -2.66000 -2.84711 -0.44287 -0.94 -0.22 0.58
N -3.26117 -1.62064 0.07711 1.32 0.11 -1.41
C -4.21918 -0.98655 -0.83897 -0.49 -0.14 0.55
C -2.31048 -0.72141 0.64454 -0.26 -0.60 -0.63
O -2.54916 -0.24248 1.68919 -0.29 1.18 1.67
C -0.92966 -0.36376 0.01867 -0.22 -1.44 -1.17
C -0.90740 0.88774 -0.80251 0.27 -0.51 1.67
C -0.53946 2.08364 -0.24076 0.04 0.52 1.54
C -0.10957 2.25294 1.21858 0.52 0.76 -0.48
F 0.92603 1.45844 1.47960 0.21 -0.88 0.37
F 0.35385 3.49138 1.38243 0.25 0.69 -0.01
F -1.05230 2.11965 2.12312 -0.18 -0.70 -0.18
C -0.51477 3.22652 -0.97613 -0.06 0.54 -0.44
C -0.82443 3.17902 -2.31285 0.24 1.29 -0.24
C -0.75451 4.44954 -3.11698 0.49 -0.44 -0.55
C 0.43095 4.46312 -4.11829 0.09 0.76 -0.39
C 0.06739 5.05764 -5.50079 -0.39 0.15 -0.15
C 0.50567 4.15271 -6.62872 -0.76 -0.03 -0.33
O 1.59472 3.69821 -6.71848 1.30 -0.61 0.47
O -0.39843 3.88326 -7.62627 -0.94 0.68 0.37
C -1.15043 1.97358 -2.85002 -0.78 -0.32 -1.74
P -1.49168 1.98790 -4.66444 1.03 0.75 -1.16
P -3.54898 2.73678 -4.67318 -1.29 -0.57 1.42
O -3.92812 3.00420 -3.28318 0.26 0.23 1.21
O -3.65819 4.08803 -5.48733 0.50 -0.55 -0.83
O -4.54098 1.62117 -5.23437 0.62 0.22 -0.84
N -1.20349 0.86959 -2.09545 -0.72 -0.76 -0.76
C -1.55505 -0.39740 -2.74862 0.50 -0.85 -0.13
B -0.23302 -1.13520 -3.31127 -0.29 -1.31 0.38
O 0.75170 -0.46544 -4.00322 -0.32 0.54 1.31
O -0.13612 -2.51209 -2.96091 -0.29 3.29 3.15
H -3.37534 -3.65417 -0.26274 0.07 -0.07 -0.20
H -2.46781 -2.85926 -1.52547 0.06 0.13 0.07
H -1.79082 -3.11217 0.15180 0.17 0.02 -0.18
H -5.22182 -1.36040 -0.62646 -0.02 0.11 0.06
H -4.03626 -1.21252 -1.89567 0.20 0.07 0.06
H -4.20516 0.08990 -0.66404 -0.19 0.02 -0.15
H -0.19049 -0.37739 0.81177 -0.10 0.34 0.08
H -0.66481 -1.18787 -0.64741 0.28 0.01 0.24
H -0.25147 4.18564 -0.56237 0.06 -0.05 0.25
H -1.67878 4.57281 -3.67817 -0.13 0.23 0.24
H -0.61532 5.27829 -2.42696 -0.38 0.09 -0.03
H 0.86733 3.48879 -4.29674 0.11 -0.21 0.31
H 1.20504 5.11680 -3.72378 0.23 -0.28 0.26
H 0.59910 6.00003 -5.63604 0.04 0.02 -0.08
H -0.99158 5.30351 -5.57942 -0.03 -0.20 -0.10
H -0.68933 2.96807 -7.57954 0.29 -0.18 -0.22
H -1.45118 0.68517 -5.19261 -0.49 0.01 0.41
H -4.01820 4.74403 -4.87143 -0.11 0.12 -0.07
H -5.21002 1.50207 -4.54267 -0.14 -0.03 -0.08
H -2.30903 -0.26008 -3.51920 0.03 0.26 0.04
H -1.99495 -1.08420 -2.04030 -0.21 0.40 0.16
H 1.48991 -0.33259 -3.38836 0.42 0.00 -0.51
H -0.62578 -2.57704 -2.12484 0.09 -0.72 0.01
C 4.19018 1.63170 2.94562 -0.11 -0.09 -0.07
Br 3.77233 3.43019 2.39868 0.11 -0.04 0.08
Br 5.37589 0.75228 1.71638 0.06 0.11 -0.03
Br 4.86487 1.55333 4.74804 0.10 0.11 -0.10
H 3.26414 1.07229 2.93853 0.00 0.01 0.03
C 0.71156 -5.30512 0.77421 -0.14 -0.30 0.11
Br 2.06029 -5.77404 2.06192 -0.04 0.07 -0.07
Br -1.06625 -5.50429 1.48774 0.23 0.08 -0.09
Br 1.02427 -3.54238 0.03858 0.05 -0.07 0.01
H 0.80171 -6.00359 -0.04700 -0.01 0.07 -0.06
C 3.63307 7.95393 -6.44257 0.11 0.15 -0.13
Br 2.32846 8.80073 -5.30011 0.04 -0.02 0.04
Br 5.42513 8.19378 -5.76759 -0.21 -0.17 -0.03
Br 3.15330 6.11997 -6.76803 0.38 0.17 0.12
H 3.59960 8.46448 -7.39449 -0.06 0.02 0.02
C 4.34129 -2.89578 3.99890 0.12 0.04 0.08
Br 3.49314 -3.99520 5.33828 0.08 0.01 -0.26
Br 5.67884 -3.86534 3.01171 -0.13 0.03 0.03
Br 3.04800 -2.07465 2.82192 0.00 -0.09 0.05
H 4.84727 -2.09519 4.52238 -0.04 0.03 -0.01
C 1.62315 -1.64620 7.42821 -0.09 -0.08 -0.02
Br 2.64984 -2.03471 9.00847 -0.04 0.02 -0.11
Br -0.10456 -0.91089 7.85547 0.09 -0.02 -0.03
Br 2.59845 -0.51273 6.20781 -0.10 0.04 0.26
H 1.45288 -2.58628 6.91990 0.00 0.01 -0.01
C 0.67337 -6.58924 5.60833 0.01 0.03 -0.09
Br 1.28154 -5.70415 7.21025 -0.09 -0.11 0.12
Br 0.77594 -8.50475 5.76488 -0.04 0.11 0.02
Br -1.08294 -5.99358 5.10828 0.10 -0.01 0.15
H 1.34218 -6.29942 4.80985 0.04 0.02 0.04
C -2.76910 -7.11554 -2.33495 -0.07 -0.12 0.07
Br -1.90064 -8.45003 -1.25532 -0.03 0.10 -0.03
Br -4.60317 -6.84946 -1.81588 0.11 0.02 0.02
Br -1.78684 -5.45379 -2.33233 0.14 -0.17 -0.20
H -2.77239 -7.47856 -3.35281 0.02 0.04 -0.01
C -5.02918 -5.48755 6.87916 0.09 -0.03 0.02
Br -3.92156 -4.16823 7.74340 -0.02 -0.04 -0.08
Br -5.67298 -4.86846 5.16799 0.06 0.01 0.05
Br -4.13203 -7.18385 6.73063 -0.20 0.15 0.05
H -5.89468 -5.63807 7.50829 -0.01 0.01 -0.02
C -5.13204 -11.02463 8.60185 -0.03 -0.02 0.00
Br -5.59214 -12.86279 8.26511 0.03 0.10 -0.01
Br -3.49897 -10.52680 7.70206 -0.05 -0.11 0.03
Br -6.58631 -9.83754 8.16984 0.05 -0.09 0.00
H -4.94994 -10.93093 9.66249 0.02 0.01 -0.01
C 4.91320 5.17618 6.50137 -0.01 -0.01 0.00
Br 5.99171 4.85465 8.06336 -0.06 0.03 -0.08
Br 3.18746 5.89954 6.95896 0.08 -0.02 -0.02
Br 5.82999 6.27876 5.21472 -0.04 -0.04 0.05
H 4.74111 4.21852 6.03108 -0.01 0.01 -0.01
C -0.35954 -3.76943 -6.72908 0.46 0.17 -0.19
Br 0.32631 -2.92561 -5.11820 -0.01 -2.16 -4.21
Br -0.40261 -5.68382 -6.55225 -0.04 0.11 0.04
Br -2.08413 -3.04574 -7.19902 0.05 -0.01 0.09
H 0.31207 -3.54243 -7.54551 -0.07 -0.04 -0.06
C 6.61400 8.93915 -1.76591 -0.03 -0.07 0.00
Br 8.01154 8.65242 -3.05663 0.10 0.14 0.00
Br 5.88606 10.71844 -1.84918 0.00 -0.19 -0.07
Br 5.29180 7.55025 -1.95760 -0.09 0.24 0.11
H 7.04510 8.81572 -0.78310 0.05 0.04 -0.02
C -4.52592 1.48931 5.01552 0.05 0.01 0.03
Br -5.20394 -0.31114 4.89461 0.04 0.07 -0.01
Br -2.95981 1.73040 3.92165 -0.55 0.07 0.56
Br -5.88493 2.79457 4.61137 0.06 -0.07 -0.01
H -4.22840 1.64776 6.04195 -0.03 0.00 0.01
C 6.28555 3.46986 -3.53849 0.07 0.07 -0.02
Br 8.08479 3.42102 -2.86597 -0.08 0.01 0.01
Br 5.77150 1.76800 -4.28616 -0.06 0.11 0.09
Br 5.05153 4.09162 -2.18507 -0.02 -0.36 -0.10
H 6.26366 4.19267 -4.34347 -0.05 -0.02 0.03
```
Forces are in eV/Å.

Its charge is +1. Its spin multiplicity is 1.

These are the Löwdin partial charges, in e, on atoms 1 to 6: -0.144 -0.136 -0.041 -0.402 0.107 0.011



Number 1: highest occupied orbital energy -0.75 eV, frontier orbital gap 0.1559 Ha, E_tot -5056.66932 a.u.. Number 2: highest occupied orbital energy -11.32 eV, frontier orbital gap 0.2621 Ha, E_tot -110954.13239 a.u..